# 1
The following is a quantum chemistry calculation of a 2-piece molecular cluster, C26H38N5O overall, from OMol25.

Results
<S²>: 0.754
Highest occupied orbital energy, eV: -8.00
Orbital gap, eV: 7.961
Total energy, eV: -37075.01547
E_LUMO, eV: -0.04
Spin multiplicity: 2

The geometry in XYZ format:
```
70
Properties=species:S:1:pos:R:3:forces:R:3:mulliken_spin:R:1
N -1.61274 -6.08293 2.82925 -0.026 -0.193 0.082 0.000
C -1.49522 -6.54988 1.44892 0.186 -0.014 0.055 0.000
C -1.96033 -5.59611 0.37875 0.012 -0.217 0.243 0.000
C -2.88382 -6.00235 -0.53501 -0.393 -0.028 -0.351 0.000
C -3.34823 -5.15016 -1.56421 -0.013 -0.084 0.063 0.000
C -2.87476 -3.88074 -1.66682 -0.045 0.100 -0.165 0.000
C -1.91104 -3.42156 -0.74829 0.140 -0.021 0.180 0.000
N -1.43834 -2.15211 -0.88034 0.045 0.005 0.009 0.000
C -0.54440 -1.75080 -0.01788 0.116 -0.056 0.091 0.001
C -0.03723 -0.33602 -0.08809 0.044 -0.091 0.142 0.005
C -0.99097 0.72659 0.50943 -0.033 0.157 -0.228 -0.002
C -2.48124 0.42101 0.36038 -0.131 0.149 0.185 0.002
C -2.98376 -0.46404 1.49638 -0.010 0.146 0.042 0.000
N -4.27173 -1.09092 1.24259 0.196 0.206 -0.083 0.000
C -4.92602 -1.20454 0.04941 -0.204 -0.133 -0.233 0.000
C -6.08598 -1.90115 0.25732 -0.127 -0.014 -0.148 0.000
C -6.14360 -2.22144 1.63200 -0.154 -0.129 0.009 0.000
C -5.01238 -1.70905 2.20750 -0.123 -0.167 0.208 0.000
C -0.06116 -2.63837 0.99208 -0.004 0.273 -0.042 0.000
N -0.48838 -3.85432 1.14412 0.029 -0.100 0.012 0.000
C -1.44894 -4.27996 0.27746 0.061 0.342 -0.213 0.000
H -2.23617 -5.29088 2.89850 -0.042 0.003 -0.005 0.000
H -0.71334 -5.78806 3.17728 -0.018 0.181 -0.045 0.000
H -2.05913 -7.47860 1.33593 -0.022 0.000 -0.065 0.000
H -0.44957 -6.80006 1.25068 0.011 -0.013 0.075 0.000
H -3.28468 -7.00599 -0.47163 -0.003 -0.034 0.037 0.000
H -4.09360 -5.49972 -2.26562 -0.005 -0.090 0.019 0.000
H -3.20834 -3.20015 -2.43898 -0.008 0.009 0.022 0.000
H 0.17327 -0.09591 -1.12996 -0.111 -0.002 -0.031 0.000
H 0.91346 -0.29252 0.44628 0.063 0.084 -0.064 -0.001
H -0.75179 0.90571 1.56176 -0.038 -0.119 0.043 0.002
H -0.78718 1.66947 -0.00143 0.118 -0.024 0.023 0.004
H -3.04301 1.35819 0.38855 -0.005 -0.019 -0.030 0.000
H -2.68072 -0.02913 -0.60843 0.144 -0.100 -0.025 0.000
H -3.09137 0.16476 2.38437 0.029 -0.068 0.051 0.000
H -2.25214 -1.23524 1.74792 -0.017 -0.050 -0.085 0.000
H -4.56643 -0.81096 -0.88309 0.234 0.107 0.101 0.000
H -6.80744 -2.14287 -0.50669 -0.008 -0.005 0.047 0.000
H -6.92830 -2.76484 2.13112 0.032 0.002 0.073 0.000
H -4.68553 -1.75640 3.23310 0.106 0.097 -0.016 0.000
H 0.69802 -2.28164 1.68341 0.030 -0.033 -0.014 0.000
C 3.21756 5.79928 -0.21209 0.018 -0.038 -0.134 0.020
C 2.67047 4.35744 -0.05682 -0.005 0.623 0.057 -0.007
C 3.46207 3.54103 0.97817 0.115 -0.227 0.064 0.027
C 4.79408 2.97419 0.49218 -0.027 0.076 -0.050 -0.022
C 4.61663 2.23812 -0.83263 0.013 -0.091 0.255 0.027
C 3.97425 3.11705 -1.90407 0.323 0.296 -0.421 0.013
N 2.67009 3.63758 -1.37188 0.180 -0.663 0.585 0.433
O 1.73083 2.77394 -1.46597 -0.280 0.068 -0.241 0.495
C 4.94298 4.23681 -2.30845 -0.086 0.076 0.043 0.012
C 3.68184 2.30411 -3.15813 -0.069 -0.158 -0.038 -0.007
C 1.23132 4.47108 0.43301 -0.134 -0.073 0.032 -0.010
H 3.63536 5.98958 -1.19371 0.010 -0.031 -0.031 -0.010
H 2.41369 6.52412 -0.08634 -0.022 -0.036 0.078 -0.001
H 3.98490 6.02414 0.52969 0.021 -0.031 -0.002 0.000
H 2.83654 2.70392 1.30414 -0.042 -0.001 -0.094 0.004
H 3.61821 4.17107 1.85604 -0.039 0.006 0.030 0.004
H 5.54334 3.76492 0.40109 -0.023 0.024 -0.051 -0.001
H 5.17771 2.28072 1.24285 0.023 0.025 0.019 0.001
H 5.57796 1.87877 -1.20646 0.012 0.001 -0.016 0.001
H 3.98762 1.35687 -0.67176 -0.063 0.038 -0.050 0.007
H 4.48025 4.90688 -3.03441 -0.007 -0.005 -0.003 -0.009
H 5.81755 3.78560 -2.77788 -0.031 -0.055 -0.027 0.001
H 5.30442 4.83085 -1.47405 -0.008 -0.007 0.034 0.000
H 3.08562 1.42149 -2.94088 -0.024 0.041 0.024 0.003
H 4.62584 1.98085 -3.59816 0.032 0.033 0.008 0.000
H 3.14641 2.90482 -3.89408 -0.005 0.012 0.012 0.001
H 0.59864 4.94308 -0.31894 0.023 0.016 -0.010 -0.003
H 1.22537 5.09248 1.32996 0.023 0.022 0.006 0.000
H 0.80271 3.50290 0.68156 0.017 0.000 -0.047 0.012
```
Forces are in eV/Å.

***

# 2
The following is a quantum chemistry calculation of C16H30N2O2P2Re as an isolated structure, from OMol25.

Results
<S²>: 3.794
Highest occupied orbital energy (alpha / beta), eV: -6.16 / -7.61
Orbital gap (alpha / beta), eV: 6.795 / 6.637
Total energy, eV: -44859.88585
E_LUMO (alpha / beta), eV: 0.63 / -0.98
Spin multiplicity: 4

The geometry in XYZ format:
```
53
Properties=species:S:1:pos:R:3:forces:R:3:mulliken_spin:R:1
Re -0.03313 -0.06214 0.02007 4.600 -0.535 0.617 2.509
P -0.12682 0.90611 2.26654 -0.349 0.628 2.211 -0.029
P 0.16087 -0.92907 -2.25370 0.072 -1.208 -2.207 -0.019
N -1.76099 0.31172 -0.22259 -2.019 0.458 -0.278 0.100
H 3.33318 0.47179 1.51428 0.447 -0.108 0.211 0.009
C 0.36886 2.66924 2.58349 0.072 -0.087 -0.564 0.002
H 0.26345 2.97623 3.63428 -0.096 -0.411 -0.254 -0.001
H -0.24881 3.33440 1.96712 0.140 -0.153 0.081 0.001
H 1.41506 2.80976 2.28704 -0.190 -0.064 -0.016 0.001
C 0.84629 0.04971 3.59026 -0.005 -0.165 -0.310 0.004
H 0.82531 0.58253 4.55104 -0.156 0.024 -0.358 -0.001
H 1.88900 -0.04863 3.26833 -0.198 -0.028 0.013 -0.001
H 0.43893 -0.95787 3.74075 0.131 0.184 -0.115 -0.001
C -1.83417 0.89269 2.99534 0.224 -0.094 -0.289 0.012
H -1.84428 1.15534 4.06107 0.177 -0.027 -0.262 0.000
H -2.25779 -0.11045 2.86839 0.036 0.204 0.013 0.000
H -2.46484 1.60028 2.44421 0.103 -0.178 0.049 -0.001
C 0.74627 0.12642 -3.66653 -0.028 0.346 0.462 0.001
H 0.72543 -0.38441 -4.63976 -0.118 -0.119 0.447 -0.001
H 1.77358 0.45577 -3.47119 -0.197 -0.049 0.049 0.002
H 0.11126 1.01869 -3.73110 0.138 -0.151 0.027 0.001
C 1.25141 -2.41650 -2.48669 -0.077 0.162 0.419 0.002
H 1.30704 -2.75165 -3.52967 -0.201 0.284 0.143 -0.001
H 0.87041 -3.24371 -1.87253 0.128 0.267 -0.088 0.000
H 2.26615 -2.17642 -2.14537 -0.247 -0.029 -0.007 0.002
C -1.45489 -1.54610 -2.92681 0.175 0.179 0.312 0.011
H -1.34889 -2.06947 -3.88553 0.155 0.160 0.231 0.000
H -2.13060 -0.69250 -3.05380 0.084 -0.158 0.079 0.000
H -1.89991 -2.22654 -2.19142 0.044 0.142 -0.144 -0.001
C -3.10271 0.56035 -0.34388 0.665 0.001 0.112 -0.078
C -4.93510 2.07403 -0.84521 -0.088 -0.320 0.094 -0.079
C -3.57485 1.84838 -0.74071 0.377 -0.554 0.142 0.131
C -4.04308 -0.46946 -0.05198 0.524 0.355 -0.127 0.132
C -5.39707 -0.21149 -0.16553 0.071 0.152 -0.045 -0.077
C -5.85198 1.05114 -0.56000 -0.122 0.124 -0.043 0.153
H -5.28736 3.05416 -1.15173 -0.027 -0.108 0.038 -0.004
H -2.82943 2.62086 -0.95443 -0.345 -0.232 0.058 0.009
H -3.64471 -1.44133 0.25448 -0.263 0.303 -0.097 0.007
H -6.10171 -1.00759 0.05713 0.001 0.144 -0.039 -0.004
H -6.92283 1.24152 -0.64615 0.318 -0.055 0.025 0.012
C 3.39293 0.42037 0.42625 -3.396 1.006 -1.123 -0.003
O 2.03152 0.53442 -0.05284 -3.033 -1.152 -0.084 0.138
C 3.75784 1.72544 -0.20477 1.772 1.115 0.167 -0.004
H 4.75580 1.62567 -0.56467 1.225 0.566 -0.382 0.002
H 3.71644 2.51637 0.53451 0.079 0.373 0.039 -0.001
H 3.09960 2.00659 -1.04526 0.430 -0.441 0.476 -0.007
C 4.16216 -0.76998 -0.06332 0.386 1.093 0.161 0.016
H 4.49491 -0.62906 -1.06690 0.674 0.461 -0.737 0.000
H 3.62223 -1.65602 -0.11999 -0.698 -1.101 0.023 -0.002
H 4.96509 -0.93275 0.63295 0.726 -0.207 -0.008 0.000
O 2.98161 -3.24309 1.17977 -2.019 2.642 -0.861 0.046
C 2.16293 -2.38665 0.86765 -4.641 -0.334 0.256 0.060
N 1.10206 -1.73055 0.60780 4.541 -3.305 1.485 -0.050
```
Forces are in eV/Å.

***

> Which of these has the highest spin multiplicity?

C16H30N2O2P2Re

***

> What is the spin multiplicity in the second record?

4

***

> What is the <S²> in the first record?

0.754